Molecular formula: C42H46N10O3S2SiTi
Method: DFT, wB97M-V/def2-TZVPD

Maximum force (eV/Å): 4.1
HOMO-LUMO gap (alpha / beta) (eV): 5.0 / 5.0
Highest occupied orbital energy (alpha / beta) (eV): -5.71 / -5.71
ΔE to the lowest compared entry with this formula, charge and spin (eV): 3.237

Atoms and positions in Å:
Ti1 0.396 -0.213 0.455
C1 -3.459 0.429 4.445
C2 -3.003 1.356 3.520
C3 -1.802 1.161 2.863
C4 -1.037 0.020 3.115
C5 -1.502 -0.904 4.060
C6 -2.701 -0.699 4.713
N1 0.156 -0.187 2.434
C7 1.288 -0.340 3.151
C8 1.457 -0.123 4.532
C9 2.699 -0.254 5.108
C10 3.821 -0.597 4.349
C11 3.698 -0.807 2.996
C12 2.445 -0.670 2.379
N2 2.191 -0.868 1.063
N3 3.231 -1.234 0.310
C13 2.935 -2.012 -0.733
C14 3.903 -2.289 -1.726
C15 3.612 -3.217 -2.688
C16 2.364 -3.849 -2.684
C17 1.458 -3.493 -1.707
N4 1.714 -2.606 -0.757
H1 -4.400 0.585 4.953
H2 -3.583 2.246 3.318
H3 -1.448 1.893 2.149
H4 -0.909 -1.788 4.257
H5 -3.045 -1.418 5.446
H6 0.611 0.183 5.130
H7 2.807 -0.082 6.168
H8 4.786 -0.686 4.827
H9 4.549 -1.061 2.382
H10 4.841 -1.760 -1.692
H11 4.342 -3.461 -3.450
H12 2.116 -4.598 -3.421
H13 0.470 -3.941 -1.666
C18 0.237 -2.325 -5.324
Si1 0.052 -0.435 -5.154
C19 0.769 0.429 -6.705
C20 -1.784 0.086 -5.018
C21 1.060 0.163 -3.669
C22 2.211 0.908 -3.830
C23 2.985 1.289 -2.731
C24 2.554 0.928 -1.475
N5 1.443 0.215 -1.282
C25 0.714 -0.187 -2.345
S1 -0.625 -1.136 -1.909
H14 -0.276 -2.703 -6.203
H15 -0.176 -2.822 -4.452
H16 1.283 -2.609 -5.400
H17 0.227 0.122 -7.595
H18 1.814 0.180 -6.865
H19 0.693 1.511 -6.639
H20 -2.365 -0.312 -5.846
H21 -1.903 1.166 -5.024
H22 -2.208 -0.294 -4.096
H23 2.527 1.201 -4.819
H24 3.899 1.847 -2.865
H25 3.117 1.198 -0.584
N6 0.626 -3.509 1.571
C26 -0.700 -3.351 1.476
N7 -1.297 -2.221 1.280
C27 -2.663 -2.348 1.404
C28 -3.594 -1.316 1.445
C29 -4.939 -1.608 1.551
C30 -5.384 -2.923 1.611
C31 -4.478 -3.967 1.634
C32 -3.130 -3.669 1.565
S2 -1.774 -4.759 1.684
H26 1.171 -2.879 0.953
H27 0.970 -4.454 1.640
H28 -3.243 -0.301 1.400
H29 -5.652 -0.796 1.581
H30 -6.442 -3.131 1.653
H31 -4.813 -4.989 1.707
C33 -3.890 -0.651 -1.576
N8 -3.649 0.763 -1.403
C34 -4.584 1.654 -2.052
C35 -2.644 1.251 -0.677
O1 -1.809 0.617 -0.047
H32 -4.869 -0.920 -1.175
H33 -3.118 -1.212 -1.058
H34 -3.851 -0.902 -2.637
H35 -5.098 1.113 -2.845
H36 -4.065 2.506 -2.494
H37 -5.333 2.025 -1.345
H38 -2.629 2.360 -0.689
O2 4.698 3.601 1.742
C36 4.037 4.848 1.720
N9 3.216 4.960 2.886
C37 2.039 4.281 3.059
O3 1.536 4.165 4.153
C38 1.396 3.755 1.816
C39 0.842 4.614 0.850
C40 0.280 4.005 -0.271
C41 0.231 2.636 -0.371
N10 0.696 1.789 0.599
C42 1.307 2.394 1.652
H39 5.146 3.443 0.905
H40 3.404 4.935 0.827
H41 4.765 5.674 1.729
H42 3.705 5.145 3.755
H43 0.867 5.684 0.968
H44 -0.110 4.612 -1.076
H45 -0.177 2.181 -1.272
H46 1.755 1.752 2.398

Löwdin population analysis, charges in e, atoms 1 to 8:
1. Ti 0.98
2. C -0.10
3. C -0.09
4. C -0.04
5. C -0.29
6. C -0.03
7. C -0.07
8. N -0.07

=====

Molecular formula: C2H4O2S
Method: DFT, wB97M-V/def2-TZVPD

Maximum force (eV/Å): 6.4
HOMO-LUMO gap (eV): 10.4
Highest occupied orbital energy (eV): -9.74
ΔE to the lowest compared entry with this formula, charge and spin (eV): 4.037

Atoms and positions in Å:
C1 0.940 -0.387 0.517
C2 -0.203 -0.842 -0.091
O1 0.092 -1.356 1.110
O2 -1.553 0.507 0.119
S1 -0.739 -1.673 -1.580
H1 1.938 -0.800 0.270
H2 0.798 0.599 1.038
H3 -2.005 0.050 0.786
H4 -1.366 -0.652 -2.309

Löwdin population analysis, charges in e, atoms 1 to 8:
1. C -0.12
2. C -0.72
3. O 0.03
4. O -0.18
5. S 0.80
6. H 0.14
7. H 0.14
8. H -0.03

=====

Molecular formula: C16H31NP2Ru
Method: DFT, wB97M-V/def2-TZVPD

Multiplicity: 5
Maximum force (eV/Å): 5.2
HOMO-LUMO gap (alpha / beta) (eV): 7.2 / 4.5
Highest occupied orbital energy (alpha / beta) (eV): -14.06 / -14.60
ΔE to the lowest compared entry with this formula, charge and spin (eV): 1.874
Net charge: +2

Atoms and positions in Å:
P1 -1.870 1.287 -0.905
P2 0.602 1.643 1.980
C1 -0.402 0.290 -0.386
C2 0.135 0.198 1.051
H1 0.424 0.410 -1.096
H2 -0.852 -0.687 -0.569
H3 -0.495 -0.450 1.668
H4 1.127 -0.246 1.030
C3 2.170 2.303 1.412
H5 2.519 3.037 2.146
H6 1.973 2.818 0.461
H7 2.917 1.518 1.287
C4 0.490 1.399 3.751
H8 1.230 0.663 4.101
H9 -0.529 1.054 3.980
H10 0.658 2.373 4.236
C5 -1.795 1.732 -2.647
H11 -2.598 2.465 -2.820
H12 -1.932 0.866 -3.305
H13 -0.830 2.222 -2.845
C6 -3.380 0.479 -0.361
H14 -3.351 0.429 0.740
H15 -3.484 -0.524 -0.798
H16 -4.219 1.121 -0.673
Ru1 -0.752 2.617 0.444
C7 1.436 -2.443 0.768
C8 2.395 -1.704 0.102
C9 2.912 -2.118 -1.225
C10 1.818 -2.632 -2.228
C11 0.463 -2.000 -2.121
C12 -0.564 -2.501 -1.432
C13 -0.441 -3.690 -0.529
C14 0.883 -3.744 0.304
C15 -2.354 3.953 0.021
H17 1.098 -2.134 1.764
H18 2.968 -0.945 0.637
H19 3.636 -2.944 -1.054
H20 3.456 -1.280 -1.699
H21 2.194 -2.380 -3.234
H22 1.743 -3.730 -2.149
H23 0.340 -1.080 -2.733
H24 -1.606 -2.172 -1.636
H25 -0.496 -4.601 -1.162
H26 -1.291 -3.718 0.179
H27 0.625 -4.279 1.235
H28 1.635 -4.343 -0.234
H29 -2.817 4.138 0.997
H30 -3.064 3.571 -0.705
H31 -1.860 4.870 -0.321
N1 -0.426 4.925 2.630
C16 -0.440 3.964 1.945

Löwdin population analysis, charges in e, atoms 1 to 8:
1. P 0.76
2. P 0.77
3. C -0.39
4. C -0.39
5. H 0.10
6. H 0.04
7. H 0.12
8. H 0.03

=====

Molecular formula: C3H11N3O2
Method: DFT, wB97M-V/def2-TZVPD

Maximum force (eV/Å): 0.4
HOMO-LUMO gap (eV): 10.5
Highest occupied orbital energy (eV): -9.71
ΔE to the lowest compared entry with this formula, charge and spin (eV): 0.417

Atoms and positions in Å:
N1 -0.624 -0.604 -2.537
C1 -0.343 -1.545 -1.551
N2 -1.019 -1.327 -0.365
O1 0.435 -2.457 -1.725
H1 -0.335 -0.928 -3.447
H2 -1.567 -0.244 -2.529
H3 -1.116 -0.348 -0.123
H4 -0.608 -1.854 0.392
C2 1.111 2.520 0.290
N3 0.424 1.306 0.728
C3 0.341 1.254 2.179
O2 -0.344 0.097 2.604
H5 0.504 3.393 0.521
H6 1.248 2.474 -0.788
H7 2.102 2.636 0.741
H8 0.996 0.514 0.433
H9 1.326 1.195 2.650
H10 -0.179 2.158 2.514
H11 -1.266 0.169 2.328

Löwdin population analysis, charges in e, atoms 1 to 8:
1. N 0.13
2. C -0.68
3. N 0.13
4. O 0.04
5. H 0.09
6. H 0.09
7. H 0.06
8. H 0.10

=====

Molecular formula: CH6FFe2O6
Method: DFT, wB97M-V/def2-TZVPD

Multiplicity: 9
Maximum force (eV/Å): 3.8
HOMO-LUMO gap (alpha / beta) (eV): 8.9 / 4.0
Highest occupied orbital energy (alpha / beta) (eV): -13.39 / -11.16
ΔE to the lowest compared entry with this formula, charge and spin (eV): 1.318
Net charge: +1

Atoms and positions in Å:
Fe1 -1.880 0.972 0.562
Fe2 1.773 0.202 0.106
F1 -0.080 0.848 -0.357
C1 0.721 -1.465 1.608
O1 0.975 -1.715 0.368
O2 -0.086 -2.107 2.349
O3 1.227 -0.375 2.063
O4 -1.248 0.350 -3.070
H1 -1.045 -0.358 -3.692
H2 -0.894 0.058 -2.222
O5 2.281 2.184 0.738
H3 2.240 2.929 0.122
H4 2.204 2.562 1.625
O6 -2.201 -0.995 -0.074
H5 -1.892 -1.518 -0.823
H6 -2.094 -1.571 0.696

Löwdin population analysis, charges in e, atoms 1 to 8:
1. Fe 0.74
2. Fe 1.11
3. F -0.49
4. C -0.81
5. O -0.05
6. O 0.30
7. O -0.03
8. O -0.05

=====

Molecular formula: C25H54BN5O5
Method: DFT, wB97M-V/def2-TZVPD

Maximum force (eV/Å): 2.0
HOMO-LUMO gap (eV): 8.8
Highest occupied orbital energy (eV): -8.27

Atoms and positions in Å:
C1 2.602 -0.231 2.084
C2 2.772 0.808 1.453
C3 2.726 1.956 0.363
C4 1.212 2.503 0.295
C5 0.887 2.920 -1.211
B1 -0.088 1.857 -1.996
C6 -1.659 2.206 -2.015
C7 -2.530 1.484 -0.886
C8 -4.092 1.659 -1.324
C9 -5.041 2.053 -0.114
C10 -5.960 0.826 0.357
N1 -6.644 0.161 -0.791
C11 0.615 0.585 -2.706
C12 0.206 -0.828 -2.110
C13 0.540 -0.997 -0.560
O1 -1.167 -1.189 -2.431
H1 2.149 -0.987 2.781
H2 3.466 2.755 0.652
H3 3.017 1.560 -0.654
H4 0.468 1.767 0.730
H5 1.194 3.450 0.918
H6 0.368 3.926 -1.286
H7 1.831 2.986 -1.852
H8 -2.095 1.885 -3.019
H9 -1.854 3.325 -1.903
H10 -2.369 1.936 0.144
H11 -2.335 0.375 -0.796
H12 -4.112 2.553 -2.055
H13 -4.436 0.762 -1.917
H14 -5.770 2.839 -0.512
H15 -4.501 2.540 0.747
H16 -6.779 1.236 1.028
H17 -5.293 0.100 0.913
H18 -7.172 0.830 -1.356
H19 -7.263 -0.571 -0.417
H20 1.739 0.705 -2.598
H21 0.372 0.552 -3.821
H22 0.851 -1.609 -2.644
H23 0.286 -2.072 -0.278
H24 1.659 -0.852 -0.466
H25 -0.055 -0.285 0.080
H26 -1.502 -1.677 -1.654
C14 5.312 -4.414 1.037
N2 3.970 -4.013 1.417
C15 2.891 -3.814 0.619
C16 3.059 -4.024 -0.863
O2 1.821 -3.473 1.109
H27 5.550 -5.345 1.556
H28 6.006 -3.638 1.363
H29 5.411 -4.562 -0.036
H30 3.778 -3.852 2.395
H31 2.112 -3.827 -1.364
H32 3.810 -3.336 -1.257
H33 3.349 -5.057 -1.066
C17 -2.722 -3.654 3.256
N3 -3.727 -2.619 3.120
C18 -4.974 -2.719 2.585
C19 -5.409 -4.060 2.053
O3 -5.703 -1.738 2.546
H34 -2.478 -3.760 4.316
H35 -1.826 -3.339 2.717
H36 -3.061 -4.610 2.866
H37 -3.509 -1.691 3.453
H38 -6.422 -3.980 1.661
H39 -4.749 -4.376 1.244
H40 -5.406 -4.801 2.855
C20 6.904 -0.626 4.989
N4 6.868 -1.579 3.899
C21 7.911 -2.215 3.301
C22 9.300 -1.921 3.804
O4 7.704 -2.999 2.383
H41 6.310 -1.024 5.815
H42 6.452 0.307 4.646
H43 7.916 -0.433 5.333
H44 5.971 -1.826 3.508
H45 10.020 -2.502 3.229
H46 9.529 -0.862 3.677
H47 9.387 -2.204 4.855
C23 -2.173 6.414 -5.360
N5 -2.610 5.993 -4.045
C24 -3.512 5.026 -3.725
C25 -4.167 4.270 -4.852
O5 -3.770 4.794 -2.553
H48 -1.092 6.273 -5.426
H49 -2.399 7.477 -5.475
H50 -2.660 5.853 -6.153
H51 -2.215 6.454 -3.238
H52 -4.857 3.536 -4.438
H53 -4.730 4.955 -5.488
H54 -3.412 3.742 -5.439

Löwdin population analysis, charges in e, atoms 1 to 8:
1. C 0.04
2. C -0.13
3. C -0.18
4. C -0.19
5. C -0.14
6. B -0.27
7. C -0.13
8. C -0.18